The following is a quantum chemistry calculation of 2 unconnected molecules or ions with the total composition C15H33BBr2Cl2N5O7P2 in a non-equilibrium geometry, from the OMol25 dataset.

Structure (XYZ):
```
67
C15H33BBr2Cl2N5O7P2 ωB97M-V/def2-TZVPD
C -3.53615 -4.00302 -0.20272
C -3.07800 -4.80288 -1.41773
O -2.70446 -3.94979 -2.52669
P -1.21256 -3.55013 -2.82301
O -1.05546 -3.12866 -4.22711
C -0.84708 -2.14273 -1.73747
C 0.60009 -1.67088 -1.88721
N 0.84119 -0.32788 -1.35293
C 0.99640 0.90408 -1.90913
N 0.96511 1.26568 -3.21834
P 0.65608 0.34593 -4.59085
O 1.69726 -0.64624 -4.87526
O -0.76797 -0.17279 -4.23406
O 0.49060 1.43956 -5.71287
N 1.24637 1.81313 -0.96147
C 1.24971 1.17497 0.19366
B 1.54730 2.05627 1.50269
O 2.57157 1.68310 2.29322
N 0.76000 3.23244 1.79464
C 1.33740 4.44770 1.18284
C -0.64423 3.13196 1.38072
N 1.00027 -0.12493 0.00576
C 0.91281 -1.16688 1.00723
Cl 2.51421 -1.45668 1.69700
C -0.20009 -0.86897 2.04559
C 0.19915 -0.97219 3.49670
Cl -1.56086 -1.97705 1.72272
O -0.26498 -4.76137 -2.46953
C 0.33506 -4.96551 -1.16378
C 0.43097 -6.44793 -0.91384
H -2.88543 -4.16728 0.65211
H -4.54114 -4.28648 0.08368
H -3.52752 -2.94476 -0.44307
H -2.28736 -5.50713 -1.18809
H -3.90663 -5.38800 -1.79696
H -1.07953 -2.38105 -0.70123
H -1.55708 -1.38559 -2.04426
H 1.23673 -2.34598 -1.32196
H 0.95983 -1.74207 -2.90783
H 1.18204 2.23834 -3.37040
H -1.08354 -0.84619 -4.87745
H 1.19051 1.30898 -6.36719
H 2.75861 2.38526 2.92930
H 2.35930 4.59141 1.52333
H 1.32959 4.41597 0.09339
H 0.74709 5.30040 1.50685
H -0.77397 3.07028 0.29805
H -1.14853 2.30588 1.87473
H -1.15701 4.03676 1.69827
H 0.66978 -2.10234 0.52601
H -0.56612 0.13294 1.84771
H 0.61647 -1.94620 3.72525
H 0.88969 -0.18042 3.76824
H -0.69534 -0.86205 4.10105
H -0.25125 -4.48661 -0.38158
H 1.33669 -4.54782 -1.21552
H -0.54797 -6.90411 -1.02848
H 0.81711 -6.64981 0.07893
H 1.07448 -6.90662 -1.65693
Br 0.69183 5.54307 4.70111
C 1.20093 7.28563 3.99824
C 0.10975 8.30235 4.19136
Br -1.34563 8.02258 2.93225
H 1.44301 7.14403 2.95033
H 2.09679 7.57129 4.54365
H 0.48522 9.30288 3.99263
H -0.32111 8.26417 5.18567
```

- Frontier orbital gap: 8.81 eV
- Lowest unoccupied orbital energy: -3.1366 eV
- Net charge: +1
- 2S+1: 1
- HOMO level: -11.948 eV

Atom charges from the Löwdin analysis, given in e for atoms 1 to 6: -0.074, -0.216, -0.171, 0.458, -0.242, -0.186